1.
Density functional theory data (ωB97M-V/def2-TZVPD) for one molecule with the formula C3H8N2OS.

Each line ends with the Mulliken charge.
Cartesian coordinates (Å):
C: -2.20492 0.00916 -0.12875  -0.301
C: -0.93216 -0.38148 -0.88197  -0.542
C: 2.92551 -0.50655 0.52354  -0.565
N: -0.68338 1.79539 0.32358  -0.387
N: -1.73739 1.10931 0.70691  -0.050
O: 1.65081 -0.59575 -0.05338  -0.549
S: 0.32478 0.97422 -0.60803  0.351
H: -2.96509 0.34909 -0.89650  0.243
H: -2.55410 -0.90834 0.41806  0.245
H: -0.46505 -1.29178 -0.62129  0.298
H: -1.00082 -0.49187 -1.95258  0.388
H: 3.32102 -1.61748 0.45327  0.176
H: 3.09160 -0.42437 1.67427  0.217
H: 3.61610 0.21729 -0.00414  0.214
H: -2.38693 1.76316 1.04700  0.264

Kohn-Sham gap (alpha / beta) = 7.7 / 7.7 eV
DFT total energy = -19099.164 eV
charge = 0
energy relative to the best compared isomer or geometry (same formula, charge and spin) = 5.3376 eV
HOMO (alpha / beta) = -0.2782 / -0.2782 Ha



2.
Density functional theory data (ωB97M-V/def2-TZVPD) for a 2-piece molecular cluster, C3H8N2OS overall.

Each line ends with the Mulliken charge.
Cartesian coordinates (Å):
S: -1.40058 -2.41153 -0.07509  -0.387
C: -1.80353 -0.83137 -0.07348  0.286
N: -1.14709 0.16164 -0.72257  0.033
N: -1.78376 1.39688 -0.56207  -0.468
C: -2.97832 1.00603 0.30285  -0.159
O: -2.84943 -0.33833 0.53198  -0.281
H: -0.05660 0.00780 -0.76700  0.106
H: -2.16518 1.84656 -1.51760  0.280
H: -2.82902 1.58755 1.32559  0.222
H: -3.87559 1.11826 -0.34100  0.289
C: 2.36425 -0.99626 0.07514  -0.738
H: 1.41615 -0.83660 -0.57719  -0.008
H: 2.90913 -0.08194 0.21677  0.277
H: 3.01631 -1.76143 -0.27546  0.295
H: 2.17911 -1.44103 1.05263  0.251

Kohn-Sham gap = 9.0 eV
DFT total energy = -19101.157 eV
charge = 0
SMILES = S=C1NNCO1.C
energy relative to the best compared isomer or geometry (same formula, charge and spin) = 3.3453 eV
HOMO = -0.3093 Ha



3.
Density functional theory data (ωB97M-V/def2-TZVPD) for one molecule with the formula C3H8N2OS.

Each line ends with the Mulliken charge.
Cartesian coordinates (Å):
C: -2.47067 -1.08366 -0.30309  -0.631
N: -1.03084 -1.20088 0.08696  -0.411
C: -0.28157 -0.21468 0.19015  0.472
C: 1.13992 -0.60881 0.68054  -0.581
S: 2.47519 0.07541 -0.23485  -0.225
N: -0.48609 1.10694 -0.25947  -0.240
O: -1.71353 1.62918 0.29938  -0.409
H: -2.60164 -0.31523 -1.17493  0.210
H: -3.06212 -0.88596 0.61176  0.236
H: -2.72722 -2.09381 -0.77826  0.275
H: 1.12016 -1.70292 0.54026  0.306
H: 1.36331 -0.27720 1.79056  0.256
H: 2.19305 -0.48873 -1.39241  0.126
H: 0.30396 1.69999 0.03073  0.296
H: -2.19190 1.92432 -0.46314  0.321

Kohn-Sham gap = 9.9 eV
DFT total energy = -19100.991 eV
charge = 0
SMILES = C/N=C(/CS)NO
energy relative to the best compared isomer or geometry (same formula, charge and spin) = 3.5109 eV
HOMO = -0.3358 Ha